No. 1
Density functional theory data (the ωB97M-V functional and the def2-TZVPD basis) for a cluster of 6 separate species, C22H40N7O13PS in total.

Values from the calculation:
**SMILES string**: Nc1cc(CCCCS(=O)(=O)O)c2c(c1)C(=O)N(P(=O)(O)O)C2=O.CC(N)=O.CC(N)=O.CC(N)=O.CC(N)=O.CC(N)=O
**Gap between HOMO and LUMO**: 8.672 eV
**LUMO**: -0.017 hartree

Cartesian coordinates (Å):
N1 -0.0061 -5.2904 -2.3517
C1 -0.2451 -3.9191 -2.6157
C2 -0.4790 -3.0850 -1.5461
C3 -0.7618 -1.7405 -1.7212
C4 -1.0322 -0.7994 -0.5733
C5 0.2231 -0.7507 0.3464
C6 1.1804 0.4182 -0.0049
C7 2.5393 -0.0865 -0.5483
S1 3.2115 1.0169 -1.8100
O1 2.1759 1.7330 -2.4950
O2 4.1332 1.9389 -1.2230
O3 4.0516 0.1538 -2.8689
C8 -0.7859 -1.2985 -3.0080
C9 -0.5268 -2.1421 -4.1009
C10 -0.2514 -3.4586 -3.9204
C11 -0.6537 -1.3099 -5.3743
O4 -0.1678 -1.4240 -6.4607
N2 -1.5534 -0.2328 -4.9237
P1 -3.1456 -0.7639 -5.0753
O5 -3.7721 -1.1621 -3.8120
O6 -3.1133 -1.9828 -6.1164
O7 -4.0458 0.3396 -5.7952
C12 -1.0862 0.0762 -3.5781
O8 -0.9389 1.1790 -3.1339
H1 -0.1823 -5.5091 -1.3800
H2 0.9664 -5.5207 -2.5261
H3 -0.4781 -3.4847 -0.5374
H4 -1.8836 -1.1632 0.0065
H5 -1.2264 0.2098 -0.9318
H6 -0.0640 -0.6882 1.3972
H7 0.7822 -1.6816 0.2105
H8 0.6603 1.0588 -0.7204
H9 1.3773 1.0377 0.8716
H10 3.2576 -0.0714 0.2698
H11 2.4086 -1.0759 -0.9928
H12 3.4642 -0.4978 -3.2830
H13 -0.0741 -4.1053 -4.7716
H14 -3.0452 -2.8039 -5.6095
H15 -4.6733 -0.1518 -6.3452
C13 1.5377 5.4838 1.6597
C14 0.8100 4.3335 1.0085
N3 1.0829 4.1111 -0.2970
O9 0.0168 3.6266 1.6094
H16 2.1273 5.1037 2.4924
H17 0.8068 6.1993 2.0328
H18 2.2034 5.9939 0.9643
H19 1.7307 4.6561 -0.8340
H20 0.6098 3.3429 -0.7432
C15 -1.6061 3.1478 4.4949
C16 -1.0675 2.0967 5.4331
N4 -0.9676 2.4590 6.7390
O10 -0.7367 0.9849 5.0578
H21 -2.5098 2.7686 4.0201
H22 -0.8601 3.3587 3.7296
H23 -1.8470 4.0757 5.0152
H24 -1.2220 3.3623 7.0886
H25 -0.6071 1.7774 7.3835
C17 -6.0940 -4.2832 -3.2175
C18 -7.1598 -3.3704 -2.6584
N5 -6.8474 -2.0502 -2.6358
O11 -8.2304 -3.7823 -2.2527
H26 -6.4981 -4.8130 -4.0789
H27 -5.8084 -5.0038 -2.4530
H28 -5.2064 -3.7306 -3.5280
H29 -5.9703 -1.6825 -2.9649
H30 -7.5347 -1.4147 -2.2689
C19 7.9087 -3.0467 -3.6585
C20 6.7695 -2.2089 -3.1305
N6 6.9737 -0.8683 -3.1116
O12 5.7213 -2.6969 -2.7418
H31 7.5621 -3.6121 -4.5218
H32 8.2298 -3.7376 -2.8809
H33 8.7610 -2.4378 -3.9587
H34 7.8197 -0.4316 -3.4241
H35 6.2260 -0.2902 -2.7625
C21 0.6075 3.2917 11.3359
C22 -0.2421 3.4152 10.0956
N7 -1.5560 3.0887 10.2398
O13 0.2094 3.7823 9.0263
H36 1.0372 4.2644 11.5680
H37 1.4089 2.5800 11.1461
H38 0.0323 2.9493 12.1957
H39 -1.9560 2.7829 11.1064
H40 -2.1497 3.1598 9.4311

Here are the Mulliken charges for atoms 1 to 6, given in e: atom 1 (N): -0.64, atom 2 (C): 0.73, atom 3 (C): -0.42, atom 4 (C): 0.67, atom 5 (C): -1.45, atom 6 (C): -1.18

***

No. 2
Density functional theory data (the ωB97M-V functional and the def2-TZVPD basis) for a structure of composition C22H41BrLuNOP3.

Values from the calculation:
**Charge**: +3
**Gap between HOMO and LUMO**: 7.409 eV
**LUMO**: -0.357 hartree

Cartesian coordinates (Å):
Lu1 0.0049 -0.3570 0.3218
P1 0.7665 -2.5626 -0.9902
P2 2.5327 -0.0182 1.3098
P3 -2.6926 0.1870 -0.2724
H1 2.0389 4.2194 0.2594
C1 0.9881 4.5454 0.3116
C2 0.2839 4.5041 1.4587
H2 0.6981 4.0789 2.3814
C3 1.3852 -2.7050 -2.6984
C4 1.7454 -3.8257 -0.1170
C5 -0.9289 -3.2407 -1.1756
C6 3.0358 1.5596 2.0907
C7 2.9392 -1.1937 2.6559
C8 3.9563 -0.2656 0.1790
C9 -3.2791 1.8430 0.2677
C10 -3.7770 -0.9079 0.7299
C11 -3.5057 0.0970 -1.9109
H3 0.5648 4.9541 -0.6121
H4 -0.7458 4.8749 1.5244
H5 1.6576 -3.7562 -2.8702
H6 2.2770 -2.0817 -2.8510
H7 0.6102 -2.4078 -3.4194
H8 1.7806 -4.7325 -0.7420
H9 1.2938 -4.0647 0.8589
H10 2.7669 -3.4590 0.0504
H11 -0.8412 -4.1902 -1.7237
H12 -1.5702 -2.5527 -1.7497
H13 -1.3978 -3.4241 -0.1960
H14 4.1307 1.6423 2.0775
H15 2.6847 1.5746 3.1287
H16 2.5939 2.4111 1.5569
H17 4.0240 -1.1694 2.8411
H18 2.6295 -2.2119 2.3849
H19 2.3969 -0.9056 3.5663
H20 4.8833 -0.2734 0.7711
H21 3.9917 0.5619 -0.5437
H22 3.8587 -1.2127 -0.3682
H23 -4.1979 2.1127 -0.2703
H24 -2.5103 2.5982 0.0517
H25 -3.4741 1.8522 1.3462
H26 -4.8235 -0.7888 0.4195
H27 -3.6798 -0.6640 1.7946
H28 -3.4747 -1.9536 0.5862
H29 -4.5375 0.4614 -1.8309
H30 -3.5084 -0.9364 -2.2755
H31 -2.9617 0.7172 -2.6315
C12 0.4504 1.1399 -2.6884
C13 1.0427 0.5709 -3.8133
C14 0.5277 0.9479 -5.0547
C15 -0.4567 1.9334 -5.1307
C16 -0.9607 2.5407 -3.9802
C17 -0.4879 2.1610 -2.7230
O1 0.6127 0.4771 -1.4560
H32 0.9609 -0.5167 -1.5973
H33 1.8433 -0.1567 -3.6948
H34 0.9206 0.4658 -5.9504
H35 -0.8626 2.1999 -6.1054
H36 -1.7376 3.3013 -4.0414
H37 -0.8501 2.5950 -1.7910
Br1 0.2071 -3.3896 4.4519
C18 -0.6370 -1.7230 4.0144
C19 -1.1747 -0.8841 4.9820
C20 -1.6198 0.3880 4.5769
C21 -1.4169 0.7969 3.2647
N1 -0.8546 -0.0240 2.3453
C22 -0.6272 -1.3368 2.6798
H38 -1.2572 -1.2259 6.0074
H39 -2.1102 1.0630 5.2724
H40 -1.7049 1.7897 2.9067
H41 -0.4204 -2.0471 1.8495

Here are the Mulliken charges for atoms 1 to 6, given in e: atom 1 (Lu): 1.26, atom 2 (P): 0.97, atom 3 (P): 0.85, atom 4 (P): 0.72, atom 5 (H): 0.31, atom 6 (C): -0.56

***

No. 3
Density functional theory data (the ωB97M-V functional and the def2-TZVPD basis) for a structure of composition C22H41BrNOP3Sn.

Values from the calculation:
**Charge**: +4
**Gap between HOMO and LUMO (alpha / beta)**: 3.816 / 4.197 eV
**LUMO (alpha / beta)**: -0.532 / -0.535 hartree

Cartesian coordinates (Å):
Sn1 -0.8960 1.8286 0.1975
P1 -2.4324 -0.2456 -0.4569
P2 0.9635 -0.0784 1.3829
P3 1.4639 -2.3161 -1.9317
H1 -1.3418 3.9637 -1.4776
C1 -1.3305 2.9123 -1.6662
C2 -2.5189 2.0730 -1.6188
H2 -3.4210 2.3818 -1.0290
C3 -4.1802 -0.0527 0.0273
C4 -1.7420 -1.5866 0.5405
C5 -2.5079 -1.0225 -2.0989
C6 2.4713 0.9335 1.2717
C7 0.3246 0.3835 3.0414
C8 1.6435 -1.7224 1.8194
C9 1.3722 -2.7694 -3.7219
C10 2.2999 -3.8643 -1.3487
C11 2.8657 -1.0885 -1.9993
H3 -0.6668 2.5777 -2.4616
H4 -2.7424 1.4888 -2.5021
H5 -4.5935 0.9012 -0.3147
H6 -4.2990 -0.0920 1.1161
H7 -4.7740 -0.8549 -0.4272
H8 -1.5976 -1.2917 1.5836
H9 -0.7719 -1.8922 0.1338
H10 -2.4129 -2.4487 0.5195
H11 -2.6306 -0.2983 -2.8998
H12 -3.3816 -1.6663 -2.1442
H13 -1.6336 -1.6369 -2.2982
H14 3.0592 0.7880 2.1925
H15 2.1988 1.9946 1.1615
H16 3.0545 0.6209 0.3905
H17 1.1842 0.3545 3.7137
H18 -0.4300 -0.3428 3.3601
H19 -0.1266 1.3795 3.0376
H20 2.3473 -1.5581 2.6448
H21 2.1614 -2.1884 0.9719
H22 0.8314 -2.3806 2.1572
H23 1.6780 -3.8058 -3.8768
H24 1.9826 -2.0930 -4.3217
H25 0.3167 -2.6654 -4.0032
H26 2.7726 -4.3651 -2.2102
H27 1.5006 -4.5217 -0.9586
H28 3.0398 -3.6804 -0.5519
H29 3.4496 -1.2336 -2.9209
H30 3.5210 -1.1929 -1.1203
H31 2.4238 -0.0777 -2.0075
C12 0.2269 0.7449 -4.9287
C13 1.1845 1.7579 -4.6762
C14 1.8392 2.3314 -5.7700
C15 1.4236 2.0970 -7.0829
C16 0.3044 1.2764 -7.2713
C17 -0.2409 0.5117 -6.2423
O1 -0.1046 -0.1454 -3.9215
H32 -1.0906 -0.1080 -3.9622
H33 1.3955 2.0760 -3.6473
H34 2.6643 3.0029 -5.5741
H35 2.0103 2.5075 -7.9150
H36 -0.1422 1.2614 -8.2645
H37 -1.0076 -0.2286 -6.3905
Br1 -3.4684 2.3041 5.4996
C18 -2.8474 3.2713 3.9781
C19 -2.8212 4.6658 3.9610
C20 -2.2505 5.3089 2.8709
C21 -1.7783 4.5613 1.8038
N1 -1.8522 3.2158 1.7833
C22 -2.3802 2.5700 2.8618
H38 -3.2115 5.2226 4.8298
H39 -2.1752 6.4050 2.8306
H40 -1.2915 5.0542 0.9718
H41 -2.3671 1.4827 2.8780

Here are the Mulliken charges for atoms 1 to 6, given in e: atom 1 (Sn): 0.73, atom 2 (P): 1.33, atom 3 (P): 0.52, atom 4 (P): 0.63, atom 5 (H): 0.58, atom 6 (C): -0.57

***

No. 4
Density functional theory data (the ωB97M-V functional and the def2-TZVPD basis) for a structure of composition C22H41ClErNP3S.

Values from the calculation:
**Charge**: +3
**2S+1**: 4
**Gap between HOMO and LUMO (alpha / beta)**: 3.782 / 3.864 eV
**LUMO (alpha / beta)**: -0.411 / -0.408 hartree

Cartesian coordinates (Å):
Er1 -0.1946 -0.4868 -0.2513
P1 2.0026 0.9733 0.9210
P2 -2.0611 1.7595 0.1745
P3 0.6074 0.9474 -2.4698
H1 -1.0732 -3.0927 -0.8730
C1 -0.2191 -2.6856 -1.4190
C2 1.0100 -2.5602 -0.7987
H2 1.1525 -2.9416 0.2168
C3 2.5352 0.6760 2.6840
C4 1.9472 2.8206 1.0226
C5 3.6410 0.8019 0.1035
C6 -3.6473 1.2765 -0.6317
C7 -2.7740 2.2969 1.8052
C8 -1.8780 3.4365 -0.5768
C9 1.8832 0.0345 -3.4230
C10 1.2810 2.6395 -2.6538
C11 -0.8761 1.1582 -3.4972
H3 -0.3287 -2.6818 -2.5049
H4 1.9398 -2.3941 -1.3393
H5 2.6113 -0.4107 2.8602
H6 1.8043 1.1037 3.3929
H7 3.5196 1.1284 2.8910
H8 1.1139 3.1331 1.6659
H9 1.8178 3.2687 0.0296
H10 2.8812 3.2118 1.4550
H11 3.9226 -0.2561 0.0512
H12 4.4066 1.3408 0.6797
H13 3.6223 1.2161 -0.9112
H14 -4.4007 2.0745 -0.5334
H15 -4.0270 0.3689 -0.1483
H16 -3.4869 1.0709 -1.6963
H17 -3.6482 2.9634 1.6838
H18 -2.0087 2.8227 2.3965
H19 -3.1033 1.4129 2.3669
H20 -2.7468 4.0697 -0.3326
H21 -1.8022 3.3863 -1.6674
H22 -0.9809 3.9258 -0.1862
H23 1.9851 0.4430 -4.4378
H24 1.6322 -1.0343 -3.4950
H25 2.8509 0.1018 -2.9068
H26 1.3565 2.8399 -3.7357
H27 2.2731 2.7237 -2.1884
H28 0.6079 3.3737 -2.1855
H29 -0.5845 1.4962 -4.4951
H30 -1.5824 1.8730 -3.0626
H31 -1.4255 0.2160 -3.5806
C12 -0.5632 -2.9227 -6.2957
C13 -1.6476 -2.8515 -7.1935
C14 -1.9212 -3.9151 -8.0583
C15 -1.0976 -5.0466 -8.0725
C16 0.1053 -5.0384 -7.3397
C17 0.3916 -3.9539 -6.4864
S1 -0.4085 -1.6970 -5.0630
H32 -1.5973 -1.6943 -4.3314
H33 -2.2465 -1.9535 -7.1717
H34 -2.7761 -3.8624 -8.7344
H35 -1.3695 -5.9274 -8.6680
H36 0.8116 -5.8727 -7.4510
H37 1.3561 -3.8987 -5.9663
Cl1 -1.0812 0.2364 5.7134
C18 -1.0024 -0.8303 4.3712
C19 -1.1690 -2.2035 4.5516
C20 -1.0632 -3.0079 3.4192
C21 -0.8191 -2.4404 2.1683
N1 -0.6930 -1.0988 1.9939
C22 -0.7502 -0.3042 3.1076
H38 -1.3602 -2.5851 5.5533
H39 -1.1599 -4.0896 3.4957
H40 -0.7032 -3.0555 1.2674
H41 -0.5748 0.7626 2.9571

Here are the Mulliken charges for atoms 1 to 6, given in e: atom 1 (Er): 0.31, atom 2 (P): 0.94, atom 3 (P): 0.85, atom 4 (P): 1.29, atom 5 (H): 0.41, atom 6 (C): -0.53

***

No. 5
Density functional theory data (the ωB97M-V functional and the def2-TZVPD basis) for a cluster of 2 separate species, C22H41FN2O9P in total.

Values from the calculation:
**Charge**: +1
**Gap between HOMO and LUMO**: 10.564 eV
**LUMO**: -0.073 hartree

Cartesian coordinates (Å):
C1 -2.9903 1.2720 1.6959
C2 -3.1718 1.4874 0.1874
C3 -3.8786 0.3112 -0.4923
N1 -3.1274 -0.5218 -1.5293
C4 -3.3965 -1.9794 -1.3068
C5 -2.6461 -2.4954 -0.0662
N2 -2.2455 -3.8735 -0.2474
C6 -1.9942 -4.5689 1.0257
C7 -1.2967 -4.1248 -1.2889
C8 0.1494 -4.4364 -0.9578
O1 -1.6553 -4.0776 -2.4475
O2 -1.6418 -1.6094 0.3935
C9 -0.8344 -0.9338 -0.5612
C10 0.0206 0.0812 0.1806
C11 1.1851 -0.5808 0.9460
P1 1.3514 -0.0525 2.6672
O3 2.1939 -0.9739 3.4394
O4 -0.1152 0.1953 3.2297
C12 -0.6131 -0.6784 4.2663
C13 -1.1153 -1.9945 3.7149
O5 1.8437 1.4520 2.5463
C14 3.2076 1.6956 2.1190
C15 3.2069 2.4915 0.8281
C16 -1.6497 -0.2981 -1.7053
C17 -1.2630 -0.8467 -3.0823
C18 -1.9013 0.0088 -4.1432
C19 -2.1986 -0.6219 -5.4260
O6 -3.2518 -0.2862 -4.3637
H1 -3.9320 1.4224 2.2215
H2 -2.2578 1.9704 2.0976
H3 -2.6221 0.2687 1.9111
H4 -3.8214 2.3537 0.0627
H5 -2.2228 1.7583 -0.2646
H6 -4.2421 -0.3751 0.2686
H7 -4.7662 0.6675 -1.0131
H8 -3.5429 -0.3192 -2.4456
H9 -3.1949 -2.5476 -2.2039
H10 -4.4652 -2.0644 -1.1191
H11 -3.3651 -2.5158 0.7534
H12 -1.2532 -5.3492 0.9042
H13 -1.6913 -3.8852 1.8186
H14 -2.9184 -5.0550 1.3395
H15 0.3754 -4.5110 0.0984
H16 0.7485 -3.6499 -1.4162
H17 0.4204 -5.3563 -1.4742
H18 -0.1301 -1.6403 -1.0146
H19 0.4337 0.7528 -0.5750
H20 -0.5953 0.6547 0.8698
H21 2.1289 -0.2827 0.4860
H22 1.1231 -1.6690 0.9248
H23 -1.4407 -0.1326 4.7173
H24 0.1424 -0.8208 5.0355
H25 -1.4780 -2.6042 4.5425
H26 -1.9653 -1.8134 3.0541
H27 -0.3370 -2.5247 3.1678
H28 3.6730 2.2661 2.9195
H29 3.7475 0.7521 2.0292
H30 3.1236 1.8503 -0.0498
H31 2.3482 3.1634 0.8315
H32 4.0988 3.1052 0.7426
H33 -1.4742 0.7728 -1.7701
H34 -0.1802 -0.8259 -3.1997
H35 -1.6392 -1.8564 -3.2225
H36 -1.6040 1.0547 -4.1557
H37 -2.5475 -0.0639 -6.2788
H38 -2.1460 -1.7009 -5.4484
C20 6.9634 6.3660 -0.4638
C21 7.2234 4.9148 -0.1104
O7 5.9189 4.3601 -0.1540
C22 5.1730 5.1062 -1.0220
O8 4.1270 4.7705 -1.4630
O9 5.8065 6.2627 -1.3011
F1 7.7291 4.7654 1.1335
H39 6.7177 6.9399 0.4304
H40 7.7773 6.8434 -1.0001
H41 7.8609 4.3801 -0.8162

Here are the Mulliken charges for atoms 1 to 6, given in e: atom 1 (C): -1.30, atom 2 (C): -0.40, atom 3 (C): -0.71, atom 4 (N): 0.44, atom 5 (C): -2.01, atom 6 (C): -0.32

***

No. 6
Density functional theory data (the ωB97M-V functional and the def2-TZVPD basis) for a structure of composition C22H42AlBrF4NO5S.

Values from the calculation:
**Charge**: -1
**Gap between HOMO and LUMO**: 9.636 eV
**LUMO**: 0.063 hartree

Cartesian coordinates (Å):
C1 4.2845 -3.8902 1.8094
O1 4.0878 -3.1668 0.5562
C2 5.2510 -3.4840 -0.2238
C3 5.3305 -2.7385 -1.6214
C4 5.0765 -1.1614 -1.5761
C5 5.4231 -0.4429 -0.1904
C6 4.0519 0.0187 0.4991
C7 3.8588 1.6265 0.4217
C8 2.3674 2.0657 0.0400
C9 2.3428 2.9947 -1.2873
C10 1.2573 4.1631 -1.2209
C11 -0.2646 3.6408 -1.3843
C12 -0.9710 3.3682 0.0494
C13 -0.9429 1.8189 0.4395
C14 -2.3972 1.2052 0.7595
C15 -2.2285 -0.3927 0.5372
C16 -3.3912 -1.2528 1.2123
Br1 -2.7734 -1.6125 3.1037
C17 -3.6289 -2.6857 0.5667
C18 -3.6300 -2.7108 -1.0147
O2 -3.9999 -1.7815 -1.7521
N1 -3.0986 -3.9517 -1.6431
C19 -4.1704 -4.7094 -2.3376
C20 -1.9394 -3.6569 -2.5216
C21 -4.7266 -0.3735 1.3717
C22 -5.9221 -1.1333 2.1064
S1 -4.3153 1.1699 2.3612
O3 -5.1131 2.3564 1.8708
O4 -4.6136 1.0190 3.8213
O5 -2.6826 1.5485 2.1510
H1 5.2673 -3.5421 2.2913
H2 3.4096 -3.7806 2.5141
H3 4.4659 -4.9951 1.5487
H4 6.2014 -3.2049 0.3576
H5 5.3465 -4.6135 -0.4138
H6 4.4927 -3.1824 -2.2711
H7 6.2916 -2.9640 -2.2006
H8 5.7777 -0.7013 -2.3617
H9 4.0260 -0.8892 -1.9416
H10 5.9756 0.5254 -0.4634
H11 6.1229 -1.0163 0.4877
H12 3.9516 -0.3667 1.5739
H13 3.1332 -0.4035 -0.0423
H14 4.1103 2.0945 1.4251
H15 4.5445 2.1005 -0.3596
H16 1.9303 2.7261 0.8666
H17 1.6600 1.2065 -0.1678
H18 3.3597 3.4907 -1.4764
H19 2.0945 2.3746 -2.2218
H20 1.4344 4.8255 -2.1438
H21 1.3870 4.8501 -0.3250
H22 -0.8919 4.4613 -1.8826
H23 -0.3098 2.7414 -2.0753
H24 -0.3009 3.9158 0.8014
H25 -2.0110 3.8342 0.1066
H26 -0.2531 1.5844 1.3228
H27 -0.5462 1.1846 -0.4311
H28 -3.2182 1.6547 0.1189
H29 -1.2545 -0.6814 1.0377
H30 -2.1207 -0.5256 -0.5818
H31 -2.8132 -3.3982 0.9257
H32 -4.6120 -3.1734 0.8998
H33 -4.3877 -4.3526 -3.3921
H34 -3.9311 -5.8295 -2.3008
H35 -5.1182 -4.5957 -1.7021
H36 -1.1239 -3.0965 -1.9503
H37 -2.2035 -3.1465 -3.5012
H38 -1.4700 -4.6717 -2.7818
H39 -5.0787 -0.0196 0.3492
H40 -5.6043 -2.1335 2.5458
H41 -6.4356 -0.5053 2.9092
H42 -6.7389 -1.3442 1.3298
F1 0.2906 6.6723 1.3358
Al1 -1.4164 7.1432 1.3356
F2 -1.5753 8.7934 0.7214
F3 -2.0508 7.0630 2.9826
F4 -2.3299 6.0397 0.2968

Here are the Mulliken charges for atoms 1 to 6, given in e: atom 1 (C): -0.70, atom 2 (O): -0.15, atom 3 (C): -0.62, atom 4 (C): -0.67, atom 5 (C): -0.62, atom 6 (C): -0.65

***

Calculated E, -80640.705 -158521.433 -130712.107 -103788.547 -56887.911 -133572.568 eV (same order as the records).